1.
Here is 2 unconnected molecules or ions with the total composition C4H13N2O at a distorted geometry from the Open Molecules 2025 dataset. Energies are from wB97M-V/def2-TZVPD.

Structure (XYZ):
```
20
Properties=species:S:1:pos:R:3:forces:R:3
C 1.947 -0.798 -0.927 -0.09 -2.39 -1.01
C 1.874 0.538 -0.350 3.38 0.89 -0.01
O 0.806 1.168 -0.588 -0.45 0.55 -0.22
N 2.911 1.220 0.136 -2.21 0.12 -0.81
H 0.992 -1.315 -1.126 0.24 0.40 0.39
H 2.669 -1.539 -0.551 -0.27 0.49 1.08
H 2.808 2.249 0.081 0.59 -0.69 0.63
H 3.735 0.756 0.494 0.22 0.06 -0.06
H 2.408 -0.730 -1.915 -0.20 0.83 -0.42
C -2.579 -0.605 -0.031 -3.81 1.44 -0.20
C -2.921 -1.532 1.094 -0.71 0.11 2.25
N -1.488 0.315 0.427 1.70 -0.35 1.13
H -2.555 -1.118 -0.979 1.45 0.25 -0.48
H -3.480 0.073 -0.156 1.15 -0.55 -0.03
H -3.847 -1.216 1.679 1.73 0.42 -0.18
H -2.009 -1.689 1.696 -0.62 0.04 0.40
H -1.289 1.251 0.087 -1.15 0.21 -1.06
H -0.544 -0.095 0.365 -0.80 -0.45 0.16
H -1.601 0.497 1.439 -0.38 -0.41 -0.19
H -3.281 -2.517 0.922 0.23 -0.97 -1.37
```
Forces are in eV/Å.

Properties
Max |F| = 4.1 eV Å⁻¹
Total charge = +2
Electronic energy = -344.2031 a.u.
Kohn-Sham gap (spin up / spin down) = 10.528 / 5.641 eV
Expectation value of S² = 0.754
2S+1 = 2

2.
Here is a molecular structure, C23H32N7O5S2Zr at a distorted geometry from the Open Molecules 2025 dataset. Energies are from wB97M-V/def2-TZVPD.

Structure (XYZ):
```
70
Properties=species:S:1:pos:R:3:forces:R:3
Zr -1.430 -0.364 0.315 -0.66 -0.82 1.50
N -4.972 -1.078 3.123 -0.02 0.49 -0.25
C -3.777 -0.631 2.679 -0.79 -0.52 -0.45
S -3.849 0.231 1.133 0.43 -0.20 -0.26
N -2.720 -0.921 3.356 -0.44 0.25 -0.10
N -1.567 -0.597 2.693 0.96 0.04 0.32
C -0.556 -0.682 3.486 -0.48 -0.14 0.14
C 0.833 -0.628 3.153 1.07 0.14 -0.83
C 1.778 -0.928 4.145 -0.06 0.41 -0.53
C 3.123 -0.895 3.864 0.63 -0.19 -0.21
C 3.591 -0.579 2.585 -0.28 0.20 0.14
C 2.692 -0.228 1.581 -0.18 -0.51 0.78
C 1.318 -0.314 1.861 -0.10 0.62 -0.31
O 0.461 0.005 0.866 0.21 -0.20 -0.01
H -5.788 -0.864 2.567 0.12 -0.19 0.42
H -5.023 -1.591 3.989 -0.08 0.05 -0.13
H -0.809 -0.877 4.525 0.13 -0.12 0.06
H 1.441 -1.155 5.135 -0.18 -0.16 0.42
H 3.853 -1.129 4.629 -0.12 -0.04 0.04
H 4.662 -0.598 2.412 -0.15 0.13 -0.12
H 3.032 0.083 0.598 -0.08 -0.16 0.04
N 1.225 2.044 -1.652 -1.20 0.01 -0.70
C 0.185 2.716 -0.762 -0.20 -0.40 -0.70
C -0.538 3.800 -1.549 0.12 -0.49 -0.38
C -1.773 4.268 -0.805 -0.10 0.71 0.57
N -2.820 3.254 -0.894 0.02 -0.06 -0.01
C -1.444 4.560 0.669 0.26 -0.22 -0.44
C -0.579 3.520 1.368 0.02 -0.52 -0.38
N -1.306 2.243 1.579 0.58 -0.11 0.20
C 0.697 3.228 0.545 -0.14 -0.38 0.34
H 0.700 1.458 -2.355 0.26 0.34 0.32
H 1.780 1.409 -1.109 0.47 -0.47 0.50
H 1.825 2.691 -2.158 0.09 0.12 0.06
H -0.497 1.889 -0.572 0.23 0.75 -0.10
H -0.861 3.422 -2.521 0.06 -0.14 -0.10
H 0.142 4.625 -1.753 0.08 0.25 0.11
H -2.086 5.232 -1.238 0.04 -0.20 -0.07
H -3.054 3.089 -1.870 -0.15 0.00 0.20
H -3.659 3.575 -0.411 0.17 -0.15 -0.24
H -2.359 4.709 1.209 -0.64 -0.07 0.39
H -0.938 5.513 0.756 0.30 0.30 -0.19
H -0.280 3.934 2.318 0.14 0.16 0.43
H -2.287 2.425 1.732 -0.27 -0.10 0.06
H -0.938 1.814 2.431 -0.27 0.04 -0.22
H 1.335 2.496 1.066 -0.23 0.19 -0.14
H 1.248 4.141 0.392 0.38 0.47 0.11
C 3.975 -3.629 -3.794 -0.66 -0.40 0.60
C 2.732 -3.580 -2.920 0.14 -0.04 0.73
C 2.519 -2.496 -2.071 0.05 0.46 0.19
C 1.446 -2.414 -1.196 0.26 0.35 0.06
C 0.551 -3.464 -1.120 -0.63 0.45 -0.04
C 0.716 -4.569 -1.934 0.71 0.14 -0.23
C 1.820 -4.618 -2.796 -0.48 -0.29 -0.03
S -1.032 -3.209 -0.331 -0.15 0.47 -1.02
O -1.707 -4.451 -0.425 -0.29 -0.55 0.47
O -0.922 -2.521 0.985 0.21 0.07 0.01
N -1.754 -1.998 -1.101 0.55 -0.35 0.53
C -1.613 -1.813 -2.522 0.18 0.01 -0.51
C -1.006 -0.423 -2.676 -0.23 -0.29 0.04
O -0.393 -0.013 -3.622 0.60 0.20 -0.99
O -1.142 0.318 -1.604 -0.32 0.63 0.65
H 4.765 -3.054 -3.312 0.04 0.00 -0.17
H 3.754 -3.210 -4.767 0.10 0.06 -0.26
H 4.310 -4.665 -3.904 -0.03 0.25 -0.12
H 3.235 -1.689 -2.092 0.11 0.21 0.01
H 1.290 -1.538 -0.565 0.21 -0.20 -0.20
H 0.009 -5.374 -1.899 -0.22 -0.28 -0.01
H 1.938 -5.501 -3.396 0.07 -0.28 -0.21
H -2.578 -1.881 -3.037 0.12 0.13 0.00
H -0.924 -2.521 -3.012 -0.29 0.14 0.22
```
Forces are in eV/Å.

Properties
Max |F| = 1.8 eV Å⁻¹
Total charge = +1
Electronic energy = -2498.5685 a.u.
Kohn-Sham gap = 7.824 eV

3.
Here is 2 unconnected molecules or ions with the total composition C4H8N2O2 at a distorted geometry from the Open Molecules 2025 dataset. Energies are from wB97M-V/def2-TZVPD.

Structure (XYZ):
```
16
Properties=species:S:1:pos:R:3:forces:R:3
C -0.509 -0.305 -0.249 0.29 -0.08 0.15
C -3.603 0.454 0.021 0.72 -0.25 -1.14
C 2.131 -0.581 0.228 -4.20 -3.19 -4.21
C 0.951 1.441 -0.249 2.03 2.05 0.72
N -0.842 -1.569 -0.022 -0.40 -1.06 0.90
N 0.774 0.037 -0.168 1.12 0.83 0.59
O -3.454 1.580 0.195 -0.29 0.71 0.64
O -3.704 -0.661 -0.286 -0.42 -0.36 0.49
H 2.664 -0.562 -0.725 0.64 0.39 0.48
H 1.936 -1.670 0.368 0.44 0.76 0.60
H 2.502 -0.061 1.008 1.47 1.43 2.50
H 0.104 2.009 -0.467 -1.59 0.23 -0.74
H 1.768 1.815 -0.847 0.30 -0.59 -1.39
H 1.327 1.959 0.641 -0.31 -0.75 1.11
H -1.862 -1.618 0.148 1.32 -0.85 -0.23
H -0.184 -2.269 0.403 -1.11 0.74 -0.48
```
Forces are in eV/Å.

Properties
Max |F| = 6.8 eV Å⁻¹
Total charge = 0
Electronic energy = -417.1512 a.u.
Kohn-Sham gap = 8.848 eV

4.
Here is 4 unconnected molecules or ions with the total composition C12H20Cl4O4 at a distorted geometry from the Open Molecules 2025 dataset. Energies are from wB97M-V/def2-TZVPD.

Structure (XYZ):
```
40
Properties=species:S:1:pos:R:3:forces:R:3
O -0.941 2.159 3.944 0.61 -2.22 1.21
C -0.731 1.075 4.473 -0.36 1.38 -1.31
C 0.019 0.711 5.727 0.41 0.60 1.33
C -0.710 -0.524 6.162 -0.91 -1.93 -1.15
C -0.951 -1.210 4.795 0.34 1.00 0.70
O -1.212 -0.080 3.955 -1.01 -0.17 -1.03
H 1.073 0.502 5.542 0.05 0.21 -0.27
H -0.070 1.522 6.449 0.24 0.03 -0.12
H -0.360 -1.376 6.745 0.84 0.88 0.80
H -1.696 -0.239 6.527 -0.04 -0.08 0.20
H -0.079 -1.708 4.371 0.18 -0.12 0.28
H -1.752 -1.942 4.901 -0.36 0.40 -0.66
O 2.388 -0.007 -5.260 0.06 -0.52 -0.81
C 1.386 0.654 -5.215 3.94 -1.23 1.85
C 0.549 1.120 -6.249 -2.44 0.59 -3.03
C -0.303 2.169 -5.605 -1.08 1.24 -0.93
C -0.131 1.955 -4.150 -0.58 -1.14 1.66
O 1.008 1.078 -4.015 -0.79 1.23 0.86
H 0.940 1.610 -7.141 1.03 -0.64 0.22
H -0.003 0.272 -6.654 -0.22 -0.16 0.17
H 0.073 3.110 -6.004 -0.20 0.33 0.57
H -1.360 2.103 -5.866 0.06 0.08 -0.13
H -0.072 2.795 -3.458 0.51 0.19 -0.41
H -0.959 1.359 -3.767 -0.29 0.03 0.01
Cl -5.848 -2.575 -0.421 0.94 -0.06 -0.52
C -4.134 -2.060 -0.018 -0.05 0.55 0.04
C -2.923 -2.583 -0.851 -1.07 -1.05 0.67
Cl -3.308 -2.487 -2.572 0.12 0.09 -0.38
H -4.181 -2.333 1.036 1.02 0.11 -0.12
H -4.132 -0.975 -0.126 -0.21 -0.08 0.17
H -2.703 -3.624 -0.615 -0.27 -0.08 -0.14
H -1.972 -2.073 -0.692 -0.46 0.55 0.27
Cl 4.369 2.297 1.190 -0.20 -0.94 -0.86
C 4.638 0.719 0.252 0.45 -0.51 2.00
C 3.579 -0.362 0.677 0.16 2.31 -0.69
Cl 4.082 -1.957 0.172 0.09 -0.41 -0.31
H 5.594 0.398 0.667 0.07 0.01 -0.36
H 4.744 0.907 -0.816 -0.44 0.04 0.22
H 2.685 -0.017 0.156 -0.34 -0.70 0.17
H 3.402 -0.382 1.752 0.20 0.20 -0.18
```
Forces are in eV/Å.

Properties
Max |F| = 4.5 eV Å⁻¹
Total charge = 0
Electronic energy = -2610.9348 a.u.
Kohn-Sham gap = 10.359 eV